*P*
The following is a DFT calculation (ωB97M-V/def2-TZVPD) of one molecule with the formula C2H2OS2.

Properties
Highest occupied orbital energy (eV): -9.5532
E_LUMO (eV): -1.688
Total charge: 0
Structure (SMILES): O=CC(=S)S

Last columns: bonded neighbours and bond lengths (Å).
Cartesian coordinates (Å):
1 S 0.24348 -1.44491 -1.07235  H2 1.386, C6 1.672
2 H 1.62815 -1.39104 -1.05907  S1 1.386
3 C -0.86891 0.49917 0.63110  O4 1.346, H5 0.989, C6 1.603
4 O -2.17430 0.17554 0.56994  C3 1.346
5 H -0.89852 1.23153 1.29538  C3 0.989
6 C 0.36705 0.01630 -0.26846  S1 1.672, C3 1.603, S7 1.618
7 S 1.70305 0.91342 -0.09653  C6 1.618

***

*Q*
The following is a DFT calculation (ωB97M-V/def2-TZVPD) of one molecule with the formula C2H2OS2.

Properties
Highest occupied orbital energy (eV): -9.4176
E_LUMO (eV): -1.791
Total charge: 0
Structure (SMILES): O=CC(=S)S

Last columns: bonded neighbours and bond lengths (Å).
Cartesian coordinates (Å):
1 C -0.20854 -0.90461 0.01140  H2 1.114, C3 1.482, O7 1.224
2 H 0.29585 -1.79030 0.46005  C1 1.114
3 C 0.68800 0.27541 -0.01564  C1 1.482, S4 1.764, S5 1.648
4 S -0.27178 1.75526 0.00391  C3 1.764, H6 1.348
5 S 2.33515 0.24382 -0.06736  C3 1.648
6 H -1.42916 1.12294 -0.27656  S4 1.348
7 O -1.40951 -0.70251 -0.11580  C1 1.224

***

Least stable = *P*

***

*P*
The following is a DFT calculation (ωB97M-V/def2-TZVPD) of a 7-piece molecular cluster, H14O6S2 overall.

Properties
Highest occupied orbital energy (eV): -8.4699
E_LUMO (eV): 0.385
Total charge: 0
Structure (SMILES): SS.O.O.O.O.O.O

Last columns: bonded neighbours and bond lengths (Å).
Cartesian coordinates (Å):
1 H -0.52474 -1.64684 1.88067  O22 0.987
2 S -0.57897 0.46077 -4.22711  S17 2.088, H20 1.330
3 H -1.04689 0.31649 0.90391  O14 1.019
4 O 2.33619 0.05391 0.92325  H8 0.923, H12 0.974
5 O 1.07366 -2.72360 1.10831  H7 0.992, H18 1.013
6 O -2.53976 -1.48691 -0.12365  H11 0.900, H19 0.968
7 H 1.46512 -1.81869 0.99989  O5 0.992
8 H 3.21483 -0.15292 1.11572  O4 0.923
9 H 1.47128 0.57104 -2.52717  S17 1.399
10 H 1.88044 3.67137 0.18853  O16 0.932
11 H -3.05802 -2.00868 -0.64313  O6 0.900
12 H 2.44421 1.00518 0.74343  O4 0.974
13 H -2.26771 1.07809 0.88840  O14 0.960
14 O -1.47883 1.04832 0.34129  H3 1.019, H13 0.960
15 H 1.10271 2.70034 0.71483  O16 0.908
16 O 1.96805 2.78220 0.45367  H10 0.932, H15 0.908
17 S 0.10509 0.73328 -2.27307  S2 2.088, H9 1.399
18 H 1.49041 -3.18323 0.30710  O5 1.013
19 H -2.32135 -0.64686 -0.55150  O6 0.968
20 H -1.54114 1.31771 -3.89756  S2 1.330
21 H -1.99592 -1.11942 1.60435  O22 0.938
22 O -1.19868 -0.95156 2.06984  H1 0.987, H21 0.938

***

*Q*
The following is a DFT calculation (ωB97M-V/def2-TZVPD) of a 7-piece molecular cluster, H14O6S2 overall.

Properties
Highest occupied orbital energy (eV): -9.3683
E_LUMO (eV): 0.295
Total charge: 0
Structure (SMILES): SS.O.O.O.O.O.O

Last columns: bonded neighbours and bond lengths (Å).
Cartesian coordinates (Å):
1 O 3.36927 1.83193 0.30369  H6 0.975, H14 0.938
2 S -5.50434 -1.80646 -1.45000  S13 2.030, H17 1.317
3 O 6.54888 2.85812 -1.34330  H21 0.949, H22 0.970
4 H 1.30280 -0.35545 -1.96294  O16 0.963
5 H -3.51721 -2.83040 -0.05627  S13 1.363
6 H 3.68641 1.49200 -0.55330  O1 0.975
7 H 1.80266 -1.35780 -0.97959  O16 0.956
8 H 1.16853 3.69133 2.58177  O11 0.953
9 H -2.76194 1.68876 1.32512  O12 0.949
10 H 6.32708 -2.59890 2.36871  O19 0.955
11 O 1.08558 3.20561 1.76595  H8 0.953, H20 0.962
12 O -3.66367 1.39501 1.34892  H9 0.949, H18 0.959
13 S -4.23414 -1.68571 0.12902  S2 2.030, H5 1.363
14 H 2.68729 1.23505 0.54486  O1 0.938
15 H 7.65814 -2.22085 1.80250  O19 0.975
16 O 2.01728 -0.49577 -1.33309  H4 0.963, H7 0.956
17 H -4.73996 -1.22039 -2.34883  S2 1.317
18 H -4.03676 2.21135 1.68626  O12 0.959
19 O 6.92538 -2.84968 1.66790  H10 0.955, H15 0.975
20 H 1.89894 2.72919 1.57364  O11 0.962
21 H 7.42727 2.51318 -1.24528  O3 0.949
22 H 6.63715 3.66554 -1.87284  O3 0.970

***

*R*
The following is a DFT calculation (ωB97M-V/def2-TZVPD) of a 7-piece molecular cluster, H14O6S2 overall.

Properties
Highest occupied orbital energy (eV): -9.0255
E_LUMO (eV): -0.206
Total charge: 0
Structure (SMILES): SS.O.O.O.O.O.O

Last columns: bonded neighbours and bond lengths (Å).
Cartesian coordinates (Å):
1 H -0.18198 -1.18588 -2.01197  O11 0.972
2 H 0.57820 0.23014 1.57723  O21 0.972
3 H 0.16942 -2.70691 2.44596  O5 0.991
4 H 3.49411 -0.41791 -0.30842  O7 0.990
5 O -0.06706 -1.78554 2.16785  H3 0.991, H16 0.938
6 H -1.42221 0.84390 2.27378  O20 0.958
7 O 2.60587 -0.32333 -0.73598  H4 0.990, H14 1.005
8 S -3.52222 0.15952 -0.73346  H15 1.383, S19 2.062
9 H -2.10588 -2.01167 -0.14479  S19 1.334
10 H 0.89416 -0.28118 -1.49209  O11 0.945
11 O 0.08888 -0.25236 -1.98484  H1 0.972, H10 0.945
12 H 1.02820 1.10218 -4.02818  O13 0.978
13 O 1.96522 1.26552 -3.80208  H12 0.978, H18 1.027
14 H 2.02997 -0.07374 0.04918  O7 1.005
15 H -2.99330 1.29369 -0.14512  S8 1.383
16 H -0.76725 -2.17704 1.68237  O5 0.938
17 H 1.02362 1.64707 1.63350  O21 0.984
18 H 1.94658 1.20751 -2.77651  O13 1.027
19 S -2.58913 -1.05381 0.64866  S8 2.062, H9 1.334
20 O -1.50605 1.65326 1.76801  H6 0.958, H22 0.992
21 O 1.39287 0.75023 1.47005  H2 0.972, H17 0.984
22 H -2.06202 2.11632 2.44686  O20 0.992

***

Least stable = *R*

***

*P*
The following is a DFT calculation (ωB97M-V/def2-TZVPD) of an isolated ion of composition C3H7N4 and charge +1.

Properties
Highest occupied orbital energy (spin up / spin down) (eV): -13.8523 / -13.8522
E_LUMO (spin up / spin down) (eV): -5.135 / -5.136
Total charge: +1
Structure (SMILES): C=[NH+]/N=C\N=C/N

Last columns: bonded neighbours and bond lengths (Å).
Cartesian coordinates (Å):
1 H -1.60390 2.38101 -0.78297  C3 1.180
2 H -0.76177 -2.21013 -0.45851  N7 0.951
3 C -0.95124 1.52726 -0.29514  H1 1.180, N8 1.321, N11 1.302
4 H -0.44099 -0.74563 -1.16944  N7 0.970
5 H 2.87726 0.34344 -0.77169  C14 1.064
6 C -1.62938 -0.66224 0.36143  N7 1.316, N11 1.269, H12 1.114
7 N -0.74333 -1.26094 -0.40507  H2 0.951, H4 0.970, C6 1.316
8 N 0.36501 1.48168 -0.19237  C3 1.321, N13 1.391
9 H 0.59661 0.04211 1.21232  N13 1.049
10 H 2.73757 -0.78979 0.63977  C14 1.104
11 N -1.70118 0.59725 0.22194  C3 1.302, C6 1.269
12 H -2.16502 -1.23541 1.15295  C6 1.114
13 N 1.10760 0.46535 0.40005  N8 1.391, H9 1.049, C14 1.308
14 C 2.31275 0.06604 0.08672  H5 1.064, H10 1.104, N13 1.308

***

*Q*
The following is a DFT calculation (ωB97M-V/def2-TZVPD) of an isolated ion of composition C3H7N4 and charge +1.

Properties
Highest occupied orbital energy (spin up / spin down) (eV): -13.5267 / -13.5260
E_LUMO (spin up / spin down) (eV): -5.670 / -5.670
Total charge: +1

Last columns: bonded neighbours and bond lengths (Å).
Cartesian coordinates (Å):
1 H -0.00757 0.41476 3.40539  C11 1.090
2 H -1.49025 0.82535 -2.96033  N5 1.056
3 N 0.81070 0.45761 1.28976  N6 1.228, C11 1.500
4 N 0.50192 -0.51133 -1.42675  C7 1.384, H10 1.013, C13 1.346
5 N -1.37897 0.85202 -1.91041  H2 1.056, H12 1.049, C13 1.339
6 N 1.31763 -0.51114 0.73025  N3 1.228, C7 1.255
7 C 1.46498 -0.81088 -0.47910  N4 1.384, N6 1.255, H14 1.129
8 H -0.96743 0.79233 1.92693  C11 1.095
9 H -0.34278 -0.95785 2.34764  C11 1.122
10 H 0.39294 -1.12609 -2.22432  N4 1.013
11 C -0.19179 0.15428 2.36345  H1 1.090, N3 1.500, H8 1.095, H9 1.122
12 H -1.91339 1.65344 -1.49387  N5 1.049
13 C -0.40493 0.42713 -1.09616  N4 1.346, N5 1.339
14 H 2.20893 -1.65961 -0.47249  C7 1.129

***

Least stable = *Q*

***

*P*
The following is a DFT calculation (ωB97M-V/def2-TZVPD) of a 2-piece molecular cluster, C3H7N4 overall.

Properties
Highest occupied orbital energy (spin up / spin down) (eV): -14.3866 / -14.1492
E_LUMO (spin up / spin down) (eV): -4.044 / -7.576
Total charge: +1

Last columns: bonded neighbours and bond lengths (Å).
Cartesian coordinates (Å):
1 H -1.31114 1.89863 1.21914  N9 1.014
2 C -0.69737 0.94960 -1.36836  C4 1.408, H5 1.112, C8 1.434
3 H 2.02392 -2.50201 0.85459  N12 1.005
4 C -0.57332 -0.32586 -1.95085  C2 1.408, H10 1.038, N14 1.285
5 H -1.11674 1.83151 -1.90098  C2 1.112
6 N 0.26164 -0.52136 0.02461  C8 1.376, N14 1.300
7 H 0.00095 2.65556 0.84235  N9 1.068
8 C -0.09224 0.80459 -0.07637  C2 1.434, N6 1.376, N9 1.481
9 N -0.32961 1.67301 1.09954  H1 1.014, H7 1.068, C8 1.481, H11 1.026
10 H -0.87949 -0.51523 -2.92408  C4 1.038
11 H 0.13243 1.18223 1.87312  N9 1.026
12 N 1.42218 -2.49270 1.65943  H3 1.005, H13 1.042
13 H 1.22835 -3.51449 1.72669  N12 1.042
14 N -0.06957 -1.12348 -1.07883  C4 1.285, N6 1.300

***

*Q*
The following is a DFT calculation (ωB97M-V/def2-TZVPD) of an isolated ion of composition C3H7N4 and charge +1.

Properties
Highest occupied orbital energy (eV): -12.4976
E_LUMO (eV): -3.883
Total charge: +1

Last columns: bonded neighbours and bond lengths (Å).
Cartesian coordinates (Å):
1 N 4.14157 2.15483 -0.98686  N10 1.181
2 C 0.07443 0.03863 0.10738  N5 1.309, N7 1.261, C13 1.515
3 H -1.70637 1.17513 -0.85488  C13 1.049
4 H 0.95168 1.45541 -1.07985  N5 1.045
5 N 1.07041 0.79410 -0.27962  C2 1.309, H4 1.045, C6 1.393
6 C 2.39247 0.69973 0.14843  N5 1.393, N10 1.366, H14 1.145
7 N 0.19004 -0.95818 0.87117  C2 1.261, H9 0.987, H11 1.058
8 H -1.32852 -0.41043 -1.48558  C13 1.125
9 H -0.54463 -1.61781 0.86554  N7 0.987
10 N 3.34985 1.50312 -0.40189  N1 1.181, C6 1.366
11 H 1.10426 -1.12965 1.37529  N7 1.058
12 H -1.95613 -0.27784 0.04343  C13 1.095
13 C -1.25050 0.26777 -0.59133  C2 1.515, H3 1.049, H8 1.125, H12 1.095
14 H 2.78870 0.10387 1.04274  C6 1.145

***

*R*
The following is a DFT calculation (ωB97M-V/def2-TZVPD) of an isolated ion of composition C3H7N4 and charge +1.

Properties
Highest occupied orbital energy (spin up / spin down) (eV): -13.2164 / -13.2177
E_LUMO (spin up / spin down) (eV): -5.448 / -5.447
Total charge: +1
Structure (SMILES): N/N=C/N=C\C=[NH2+]

Last columns: bonded neighbours and bond lengths (Å).
Cartesian coordinates (Å):
1 N -0.35382 -1.25155 0.78211  C5 1.251, H8 1.093, H9 0.988
2 C 0.75227 0.95409 -0.84253  N3 1.283, N6 1.338, H10 1.165
3 N -0.22251 1.08279 -0.01814  C2 1.283, N7 1.280
4 H 0.74159 -2.78768 0.50772  C5 1.046
5 C 0.36020 -1.94354 0.02225  N1 1.251, H4 1.046, C11 1.459
6 N 1.05825 -0.18739 -1.46958  C2 1.338, C11 1.286
7 N -0.54200 2.21653 0.48271  N3 1.280, H12 1.046, H14 1.042
8 H -0.48644 -0.19439 0.53926  N1 1.093
9 H -0.35932 -1.53796 1.72765  N1 0.988
10 H 1.42372 1.87667 -1.07570  C2 1.165
11 C 0.82501 -1.43495 -1.26435  C5 1.459, N6 1.286, H13 1.192
12 H -0.19215 3.14464 0.15198  N7 1.046
13 H 1.10152 -2.25245 -2.08678  C11 1.192
14 H -1.48148 2.22759 0.93227  N7 1.042

***

*S*
The following is a DFT calculation (ωB97M-V/def2-TZVPD) of an isolated ion of composition C3H7N4 and charge +1.

Properties
Highest occupied orbital energy (eV): -11.8434
E_LUMO (eV): -3.988
Total charge: +1

Last columns: bonded neighbours and bond lengths (Å).
Cartesian coordinates (Å):
1 H -0.68121 1.24069 1.34427  N13 1.094
2 C 0.42643 0.12711 -0.02205  N4 1.455, C6 1.327, N13 1.367
3 H 2.04731 -0.93531 -0.28958  N4 1.078
4 N 1.82953 0.11383 -0.40559  C2 1.455, H3 1.078, H10 1.117, H12 1.092
5 H -2.08839 -2.02137 0.57294  C14 1.051
6 C -0.24791 -1.01529 -0.01185  C2 1.327, H7 1.014, C14 1.404
7 H 0.25372 -1.87380 -0.20944  C6 1.014
8 N -2.31589 -0.11609 -0.18588  N9 1.100, C14 1.301
9 N -2.41365 0.95471 -0.41749  N8 1.100
10 H 2.43851 0.87428 0.14118  N4 1.117
11 H 0.32112 2.15069 0.26435  N13 0.924
12 H 2.08678 0.33640 -1.44349  N4 1.092
13 N -0.02618 1.31960 0.47100  H1 1.094, C2 1.367, H11 0.924
14 C -1.63017 -1.15545 0.19164  H5 1.051, C6 1.404, N8 1.301

***

Least stable = *P*